1.
A gas-phase ion, C6H14NO (charge +1) in a non-equilibrium geometry. Source: OMol25; level of theory: the ωB97M-V functional and the def2-TZVPD basis.

Last column: Löwdin charge in e.
Positions of all 22 atoms, in Å:
C -0.1314 2.6996 -0.5562  0.05
C 0.0025 1.4471 -0.9370  -0.36
C -1.0494 0.8991 -1.8799  -0.08
C 0.9157 0.4370 -0.2729  -0.15
C 0.2439 -0.8036 0.2750  -0.20
N -0.4910 -0.2300 1.6025  0.23
C 1.0645 -2.0635 0.6478  -0.17
O 0.1337 -2.7087 1.4880  -0.07
H 0.4034 3.3279 0.1507  0.08
H -0.8680 3.3249 -1.0655  0.08
H -1.2236 1.3399 -2.8655  0.09
H -2.0612 0.9835 -1.4537  0.09
H -1.0052 -0.1583 -2.2809  0.10
H 1.7267 0.1620 -0.9534  0.14
H 1.5603 0.9630 0.4907  0.15
H -0.6421 -1.0760 -0.3197  0.14
H -1.0099 0.6333 1.4575  0.16
H -1.0444 -1.0054 1.9532  0.14
H 0.2135 0.0086 2.3110  0.17
H 2.0391 -1.8597 1.0946  0.13
H 1.3165 -2.6862 -0.2475  0.15
H -0.0936 -3.6345 1.3613  0.12

Results
- net charge = +1
- max |F| (eV Å⁻¹) = 2.5
- HOMO (Ha) = -0.49002
- energy above the lowest of the compared OMol25 structures with the same formula, charge and spin (eV) = 1.428
- E_tot (eV) = -9978.816
- gap between HOMO and LUMO (eV) = 10.2

***

2.
2 unconnected molecules or ions with the total composition C6H14NO in a non-equilibrium geometry. Source: OMol25; level of theory: the ωB97M-V functional and the def2-TZVPD basis.

Last column: Löwdin charge in e.
Positions of all 22 atoms, in Å:
C -1.1380 1.5563 -0.5503  -0.13
C -0.5295 1.8121 0.8240  -0.19
C 0.5303 0.7912 1.2191  -0.12
C 0.2176 -0.4867 1.4724  -0.11
C 1.2806 -1.4682 1.7635  -0.18
C 1.0306 -2.7587 1.8771  0.02
N -0.0248 1.5134 -1.5812  0.21
H -1.7487 2.4280 -0.7794  0.13
H -1.7254 0.6530 -0.6063  0.13
H -0.0702 2.7997 0.8991  0.12
H -1.3549 1.7889 1.5381  0.13
H 1.5673 1.0981 1.1609  0.11
H -0.7890 -0.8498 1.6438  0.12
H 2.2734 -1.0615 1.9144  0.11
H 0.0861 -3.2602 1.6713  0.07
H 1.7462 -3.5504 2.0763  0.07
H -0.2734 2.0987 -2.3750  0.17
H 0.0923 0.6326 -2.0973  0.13
H 0.8322 1.8280 -1.1590  0.15
H -0.6919 -1.8955 -2.7655  0.04
H -1.2582 -1.2052 -4.0303  0.06
O -0.8231 -1.0644 -3.1841  -0.03

Results
- net charge = +1
- max |F| (eV Å⁻¹) = 1.7
- HOMO (Ha) = -0.44738
- energy above the lowest of the compared OMol25 structures with the same formula, charge and spin (eV) = 1.114
- E_tot (eV) = -9979.131
- gap between HOMO and LUMO (eV) = 9.0

***

3.
2 unconnected molecules or ions with the total composition C6H14NO in a non-equilibrium geometry. Source: OMol25; level of theory: the ωB97M-V functional and the def2-TZVPD basis.

Last column: Löwdin charge in e.
Positions of all 22 atoms, in Å:
C 0.6043 -0.5702 -0.0623  -0.11
C -2.2911 0.8684 -0.9808  -0.07
C -2.3974 -1.2864 0.4996  -0.08
C 3.0621 -0.2760 -0.0097  -0.01
C 1.6377 1.4848 0.5869  -0.04
C -1.8839 0.0775 0.3028  -0.06
N 1.6711 0.1185 0.1487  -0.16
O 0.6640 -1.7279 -0.5850  0.15
H -1.4686 1.5320 -1.2817  0.08
H -2.4161 0.1134 -1.8046  0.10
H -3.2100 1.4625 -0.8632  0.10
H -1.8983 -1.8193 -0.2461  0.04
H -2.0917 -1.6843 1.4686  0.10
H -3.4802 -1.5087 0.4506  0.13
H 3.4544 0.4188 -0.8363  0.14
H 3.2596 -1.2984 -0.2472  0.09
H 3.6818 -0.0857 0.8206  0.09
H 1.8565 1.6131 1.7580  0.17
H 0.7046 1.8758 0.4225  0.05
H 2.3320 2.0595 0.0425  0.08
H -1.6384 0.8111 1.1232  0.13
H -0.1523 -2.1785 -0.7069  0.09

Results
- net charge = +1
- max |F| (eV Å⁻¹) = 4.0
- HOMO (spin up / spin down) (Ha) = -0.49957 / -0.49955
- energy above the lowest of the compared OMol25 structures with the same formula, charge and spin (eV) = 3.824
- E_tot (eV) = -9976.421
- gap between HOMO and LUMO (spin up / spin down) (eV) = 8.7 / 8.7

***

4.
2 unconnected molecules or ions with the total composition C6H14NO in a non-equilibrium geometry. Source: OMol25; level of theory: the ωB97M-V functional and the def2-TZVPD basis.

Last column: Löwdin charge in e.
Positions of all 22 atoms, in Å:
C -0.4478 0.3965 0.1320  -0.13
C 2.0532 0.4615 -1.2131  -0.08
C 2.1505 0.1583 1.3669  -0.07
C -2.8887 0.2048 0.2988  0.04
C -1.4390 -1.5124 -0.8757  0.01
C 1.5564 -0.2101 -0.0008  -0.21
N -1.5307 -0.2309 -0.2253  -0.12
O -0.4802 1.4771 0.8812  0.11
H 1.3809 0.1303 -1.9811  0.08
H 2.0025 1.4837 -0.9406  0.07
H 3.1309 0.1894 -1.4810  0.14
H 1.4791 -0.2118 2.2294  0.12
H 3.1580 -0.3079 1.3762  0.10
H 2.3203 1.3189 1.5068  0.12
H -3.6971 -0.4571 0.2063  0.08
H -3.0886 1.1555 -0.2510  0.12
H -2.8146 0.5511 1.3320  0.10
H -2.1240 -2.2090 -0.3870  0.12
H -0.3670 -1.7090 -0.9235  0.08
H -1.8831 -1.3832 -1.8357  0.10
H 1.1454 -1.2143 -0.2610  0.10
H 0.3838 1.9183 1.0461  0.13

Results
- net charge = +1
- max |F| (eV Å⁻¹) = 3.8
- HOMO (Ha) = -0.53121
- energy above the lowest of the compared OMol25 structures with the same formula, charge and spin (eV) = 2.683
- E_tot (eV) = -9977.562
- gap between HOMO and LUMO (eV) = 11.1

***

Repeat the fourth record exactly.
2 unconnected molecules or ions with the total composition C6H14NO in a non-equilibrium geometry. Source: OMol25; level of theory: the ωB97M-V functional and the def2-TZVPD basis.

Last column: Löwdin charge in e.
Positions of all 22 atoms, in Å:
C -0.4478 0.3965 0.1320  -0.13
C 2.0532 0.4615 -1.2131  -0.08
C 2.1505 0.1583 1.3669  -0.07
C -2.8887 0.2048 0.2988  0.04
C -1.4390 -1.5124 -0.8757  0.01
C 1.5564 -0.2101 -0.0008  -0.21
N -1.5307 -0.2309 -0.2253  -0.12
O -0.4802 1.4771 0.8812  0.11
H 1.3809 0.1303 -1.9811  0.08
H 2.0025 1.4837 -0.9406  0.07
H 3.1309 0.1894 -1.4810  0.14
H 1.4791 -0.2118 2.2294  0.12
H 3.1580 -0.3079 1.3762  0.10
H 2.3203 1.3189 1.5068  0.12
H -3.6971 -0.4571 0.2063  0.08
H -3.0886 1.1555 -0.2510  0.12
H -2.8146 0.5511 1.3320  0.10
H -2.1240 -2.2090 -0.3870  0.12
H -0.3670 -1.7090 -0.9235  0.08
H -1.8831 -1.3832 -1.8357  0.10
H 1.1454 -1.2143 -0.2610  0.10
H 0.3838 1.9183 1.0461  0.13

Results
- net charge = +1
- max |F| (eV Å⁻¹) = 3.8
- HOMO (Ha) = -0.53121
- energy above the lowest of the compared OMol25 structures with the same formula, charge and spin (eV) = 2.683
- E_tot (eV) = -9977.562
- gap between HOMO and LUMO (eV) = 11.1